Entry 1:
C3H12N2O3 | ωB97M-V with the def2-TZVPD basis set

Computed properties:
Energy relative to the best compared isomer or geometry (same formula, charge and spin) ... 244.4 kJ/mol
Charge ... +1
Frontier orbital gap (alpha / beta) ... 0.3906 / 0.1995 hartree
2S+1 ... 2

Each line ends with the Löwdin spin population.
Cartesian coordinates (Å):
N  -0.6454  0.8176  0.8846  0.072
C  0.2935  0.5490  -0.3260  0.094
C  -0.2555  1.0128  -1.7409  0.017
C  0.5157  -0.9595  -0.5242  0.085
N  -0.6236  -1.6591  -0.0674  0.089
O  1.5151  -1.6072  -0.8908  0.590
H  -1.0066  1.7283  1.0285  0.006
H  -0.1108  0.6796  1.6981  0.000
H  1.3376  0.8280  -0.0672  0.011
H  -1.3980  0.6399  -1.8070  0.003
H  0.3622  0.6220  -2.4870  0.000
H  -0.3407  2.1722  -1.7690  0.010
H  -0.4821  -2.7466  0.0215  0.000
H  -1.3318  -1.1625  0.4730  0.006
H  -2.4926  1.1502  0.4382  0.000
H  -3.0956  2.1988  1.5407  0.000
O  -2.9153  2.0454  0.6017  0.003
H  3.0454  -0.1196  0.9671  0.000
H  2.5721  -1.6382  0.9979  0.000
O  2.4631  -0.6977  1.3881  0.015


Entry 2:
C19H55F3HfN3O22S3 | ωB97M-V with the def2-TZVPD basis set

Computed properties:
Frontier orbital gap ... 0.1504 hartree
2S+1 ... 2

Each line ends with the Löwdin spin population.
Cartesian coordinates (Å):
Hf  5.0113  18.4942  -4.5380  -0.001
S  6.4172  17.5161  -7.1151  0.000
O  6.8782  18.1762  -5.9150  0.000
O  7.1577  16.2842  -7.4503  0.000
O  5.0664  17.3296  -6.5423  0.000
O  6.3363  18.5475  -8.1785  -0.002
S  4.9298  20.9854  -7.3200  -0.017
O  4.5150  20.4962  -8.6165  0.451
O  4.3662  22.2309  -7.0197  0.038
O  4.8582  20.0304  -6.2623  0.005
O  6.3467  21.0771  -7.7050  0.526
C  0.2255  17.4144  -5.6515  0.000
F  0.8816  16.1893  -5.5489  0.000
F  -0.5771  17.2175  -6.6757  0.000
F  -0.4921  17.7346  -4.5787  0.000
S  1.5522  18.7552  -5.8975  0.000
O  1.0558  20.0033  -5.3544  0.000
O  2.7831  18.3206  -5.2376  0.000
O  1.7809  18.9558  -7.3149  0.001
C  2.5128  7.9120  -8.5492  0.000
O  1.7945  9.0910  -8.9931  0.000
C  0.8583  9.6940  -8.1224  0.000
C  0.7498  11.1685  -8.6776  0.000
N  0.0794  12.0134  -7.7426  0.000
C  -0.1699  13.4101  -8.0130  0.000
C  -1.2410  13.7895  -6.8734  0.000
O  -0.6111  13.4957  -5.6661  0.000
C  -1.2091  14.1430  -4.5547  0.000
H  3.2097  7.8394  -9.3842  0.000
H  1.8253  7.0698  -8.4703  0.000
H  3.1245  8.1375  -7.6757  0.000
H  1.2866  9.6836  -7.1201  0.000
H  -0.1222  9.2181  -8.1094  0.000
H  0.2858  11.1608  -9.6639  0.000
H  1.7974  11.4406  -8.8062  0.000
H  0.3602  11.9818  -6.7729  0.000
H  -0.5084  13.7508  -8.9914  0.000
H  0.7348  14.0108  -7.9197  0.000
H  -2.1298  13.2269  -7.1589  0.000
H  -1.4587  14.8539  -6.9617  0.000
H  -0.4490  14.3362  -3.7978  0.000
H  -2.0518  13.6756  -4.0451  0.000
H  -1.6446  15.0894  -4.8751  0.000
C  9.4774  13.2162  0.8659  0.000
O  9.2363  11.7849  0.5037  0.000
C  7.9056  11.4042  0.2079  0.000
C  7.2659  11.8602  -1.1095  0.000
N  5.8189  12.0491  -0.9875  0.000
C  5.4287  12.7722  -2.1951  0.000
C  3.8407  13.0161  -2.2504  0.000
O  3.4615  13.7236  -3.4317  0.000
C  2.0671  13.7479  -3.6402  0.000
H  8.8573  13.3845  1.7463  0.000
H  8.8812  13.9403  0.3107  0.000
H  10.5176  13.3888  1.1423  0.000
H  7.3391  11.7040  1.0896  0.000
H  8.0569  10.3319  0.0844  0.000
H  7.5698  11.1169  -1.8465  0.000
H  7.7453  12.8260  -1.2693  0.000
H  5.3354  11.2144  -0.6879  0.000
H  5.7003  12.1859  -3.0728  0.000
H  5.9058  13.7434  -2.3265  0.000
H  3.5918  13.6387  -1.3911  0.000
H  3.2837  12.0792  -2.2386  0.000
H  1.7000  12.7691  -3.9489  0.000
H  1.7814  14.2821  -4.5464  0.000
H  1.5255  14.2327  -2.8280  0.000
C  -6.5310  19.7534  -5.5136  0.000
O  -5.2958  19.3897  -6.1753  0.000
C  -4.0733  19.4969  -5.5881  0.000
C  -2.9348  19.0860  -6.5234  0.000
N  -2.9694  19.7029  -7.7999  0.000
C  -2.0245  19.2521  -8.7108  0.000
C  -1.7797  20.1998  -9.8473  0.000
O  -2.8553  20.2607  -10.8625  0.000
C  -2.4223  20.8440  -12.1158  0.000
H  -7.4561  20.0413  -6.0130  0.000
H  -6.2719  20.6814  -5.0041  0.000
H  -6.7441  19.0913  -4.6743  0.000
H  -4.0110  19.0150  -4.6124  0.000
H  -3.9198  20.5322  -5.2837  0.000
H  -3.1453  18.0748  -6.8717  0.000
H  -2.0069  19.0143  -5.9560  0.000
H  -2.7756  20.6913  -7.7256  0.000
H  -2.2397  18.2740  -9.1410  0.000
H  -1.1222  19.2173  -8.1003  0.000
H  -0.7998  20.0476  -10.2999  0.000
H  -1.6102  21.2177  -9.4962  0.000
H  -1.6767  20.2254  -12.6153  0.000
H  -1.9374  21.7733  -11.8168  0.000
H  -3.1277  20.9841  -12.9348  0.000
O  3.7893  20.5360  -3.9215  0.000
H  3.8872  20.9791  -3.0786  0.000
H  3.2268  21.1168  -4.4339  0.000
O  0.2540  22.0386  -6.9950  0.000
H  -0.7032  22.0312  -6.9967  0.000
H  0.4995  21.2190  -6.5658  0.000
O  2.4303  22.5161  -5.2762  0.000
H  1.5872  22.4926  -5.7290  0.000
H  3.0782  22.3843  -5.9684  0.000
O  2.5968  18.4021  -9.8183  0.001
H  2.2481  18.6805  -8.9714  0.001
H  2.0007  17.7116  -10.1080  0.000
O  4.2934  16.2488  -4.1224  0.000
H  3.6016  15.7806  -3.6550  0.000
H  4.7169  15.5785  -4.6586  0.000


Entry 3:
Cl3H5Si3 | ωB97M-V with the def2-TZVPD basis set

Computed properties:
Energy relative to the best compared isomer or geometry (same formula, charge and spin) ... 0.0 kJ/mol
Frontier orbital gap (alpha / beta) ... 0.2742 / 0.2554 hartree
2S+1 ... 3

Each line ends with the Löwdin spin population.
Cartesian coordinates (Å):
Si  0.7920  0.6013  -1.2391  0.003
Si  0.2239  -1.5676  -0.8175  0.001
Si  -1.4135  1.7475  3.3248  1.371
Cl  -2.2706  1.0674  1.5745  0.307
Cl  0.0414  -1.9899  1.1475  0.005
Cl  0.5645  1.6003  2.8695  0.310
H  1.3667  1.3322  -0.1474  0.002
H  -0.5814  1.4307  -1.5560  0.001
H  1.5137  0.4854  -2.6051  0.000
H  0.9697  -2.6917  -1.5091  0.000
H  -1.2066  -2.0155  -1.0423  0.000


Entry 4:
C5H14N2O | ωB97M-V with the def2-TZVPD basis set

Computed properties:
SMILES string ... NCCNCCCO
Energy relative to the best compared isomer or geometry (same formula, charge and spin) ... 202.4 kJ/mol
Frontier orbital gap ... 0.3536 hartree

Each line ends with the Löwdin charge.
Cartesian coordinates (Å):
C  -0.2450  0.4621  1.2103  -0.226
N  0.4386  -0.5675  0.4378  -0.087
C  -0.4363  -1.5681  -0.1788  -0.241
C  -1.1174  -0.9978  -1.4158  -0.196
C  -0.1439  -0.6629  -2.5116  -0.267
O  -0.5805  0.5094  -3.2100  -0.082
C  0.7547  1.5728  1.6376  -0.270
N  1.2354  1.3366  2.9956  -0.022
H  -0.5710  0.0677  2.1692  0.101
H  -1.0820  0.8807  0.6566  0.105
H  1.1113  -1.0168  1.0483  0.109
H  0.2122  -2.3920  -0.4784  0.117
H  -1.1953  -1.9056  0.5299  0.110
H  -1.8961  -1.7190  -1.7025  0.114
H  -1.7607  -0.1750  -1.1096  0.101
H  -0.0474  -1.5025  -3.1996  0.115
H  0.8282  -0.4646  -2.0603  0.106
H  -0.2545  0.4906  -4.1271  0.087
H  0.1993  2.5116  1.5636  0.098
H  1.6079  1.6414  0.9724  0.105
H  2.2060  1.5979  3.0888  0.055
H  0.7368  1.9012  3.6835  0.068


Entry 5:
C2H8NOP | ωB97M-V with the def2-TZVPD basis set

Computed properties:
Energy relative to the best compared isomer or geometry (same formula, charge and spin) ... 307.3 kJ/mol
Frontier orbital gap ... 0.3221 hartree

Each line ends with the Löwdin charge.
Cartesian coordinates (Å):
C  0.2636  1.6768  -1.7809  -0.135
C  -0.0891  -1.6668  1.8588  -0.068
N  0.1551  0.3701  -1.1092  -0.282
O  2.1084  0.5802  0.6268  -0.408
P  1.0826  -0.2562  0.0230  0.600
H  -0.4967  1.6178  -2.5543  0.074
H  0.0667  2.5328  -1.1316  0.073
H  1.3230  1.8846  -2.1057  0.096
H  -1.0572  -1.1404  1.7732  -0.029
H  -0.1383  -2.7643  1.7853  -0.014
H  0.5889  -1.3417  2.6517  -0.021
H  -0.7465  0.0508  -1.4949  0.106
H  1.8005  -1.3930  -0.5952  0.007


Entry 6:
C30H39Cl2N7OSSi3W | ωB97M-V with the def2-TZVPD basis set

Computed properties:
Energy relative to the best compared isomer or geometry (same formula, charge and spin) ... 0.0 kJ/mol
Frontier orbital gap ... 0.2228 hartree

Each line ends with the Löwdin charge.
Cartesian coordinates (Å):
W  -0.4566  -0.1321  -0.6227  1.499
N  -1.0577  -1.7361  -4.7106  0.124
C  -1.8918  -0.7259  -5.2565  -0.258
C  -2.9790  -1.0106  -6.0661  -0.015
C  -3.7640  0.0336  -6.5343  -0.072
C  -3.4917  1.3445  -6.1647  -0.076
C  -2.4185  1.6206  -5.3310  -0.076
C  -1.6042  0.5820  -4.9037  -0.439
S  -0.1465  0.8337  -3.9566  1.053
N  -0.3033  -0.4805  -2.8623  -0.356
C  -0.7499  -1.5875  -3.3617  -0.362
C  -1.0396  -2.6277  -2.4097  -0.199
C  -1.2876  -3.9572  -2.7668  -0.010
C  -1.6457  -4.8627  -1.8025  -0.052
C  -1.7730  -4.3940  -0.4930  -0.038
C  -1.4828  -3.0877  -0.2046  -0.125
N  -1.0714  -2.1833  -1.1284  -0.036
H  -1.3742  -2.6633  -4.9462  0.116
H  -3.2115  -2.0360  -6.3287  0.115
H  -4.6079  -0.1826  -7.1754  0.107
H  -4.1228  2.1494  -6.5152  0.108
H  -2.2004  2.6348  -5.0207  0.109
H  -1.1783  -4.2707  -3.7962  0.112
H  -1.8353  -5.8973  -2.0510  0.112
H  -2.0943  -5.0416  0.3104  0.116
H  -1.5905  -2.7290  0.8023  0.071
C  2.5425  -0.2024  3.2506  -0.159
O  1.7957  -0.0113  2.0689  -0.342
Si  1.4746  1.5075  1.4618  0.299
C  3.0094  2.5022  1.9322  -0.154
C  0.1011  2.2406  2.5034  -0.141
C  1.0895  1.4011  -0.4102  -0.582
Si  2.7847  1.0950  -1.2270  0.373
C  3.7295  -0.2382  -0.3000  -0.173
C  3.8778  2.6307  -1.2973  -0.170
C  2.8459  0.5164  -3.0134  -0.221
Si  0.3709  3.1418  -0.8504  0.402
C  0.5511  3.6997  -2.6479  -0.208
C  1.2366  4.5720  0.0371  -0.187
C  -1.4472  3.3334  -0.4037  -0.184
H  3.5888  0.0896  3.1204  0.078
H  2.5101  -1.2613  3.5061  0.054
H  2.1282  0.3667  4.0908  0.086
H  2.9736  2.5972  3.0229  0.046
H  3.0257  3.5108  1.5306  0.012
H  3.9538  2.0192  1.6790  0.031
H  0.3605  2.0479  3.5502  0.045
H  -0.8754  1.8038  2.3167  -0.023
H  0.0098  3.3218  2.3931  0.033
H  3.9818  0.0176  0.7278  0.009
H  4.6587  -0.4291  -0.8446  0.037
H  3.1611  -1.1713  -0.2608  0.037
H  4.1001  3.0666  -0.3254  0.010
H  3.4412  3.4107  -1.9245  0.025
H  4.8268  2.3409  -1.7571  0.040
H  2.3048  -0.4095  -3.2082  0.008
H  3.9055  0.3196  -3.2049  0.038
H  2.5325  1.2734  -3.7320  -0.004
H  1.4132  3.2923  -3.1768  0.005
H  0.6702  4.7861  -2.6082  0.036
H  -0.3378  3.4831  -3.2342  -0.015
H  2.2856  4.6589  -0.2468  0.023
H  1.1709  4.5820  1.1226  0.015
H  0.7243  5.4709  -0.3193  0.039
H  -1.7769  2.6955  0.4154  -0.010
H  -2.0754  3.1146  -1.2690  0.018
H  -1.6389  4.3696  -0.1117  0.043
N  -2.2711  0.4246  -1.3370  -0.020
C  -3.4170  0.6355  -1.4916  -0.323
N  -4.6397  0.8153  -1.7554  0.089
C  -5.3481  1.7142  -1.0698  -0.394
N  -6.0307  2.4637  -0.5163  0.103
Cl  -3.2849  0.6677  2.0577  0.753
C  -2.2853  -0.4550  2.9143  -0.589
C  -2.6387  -0.8077  4.2047  -0.101
C  -1.8919  -1.7538  4.8870  -0.076
C  -0.8232  -2.3778  4.2634  -0.103
C  -0.4790  -2.0235  2.9713  -0.587
Cl  0.7755  -2.9152  2.1774  0.760
C  -1.1625  -1.0100  2.2782  -0.417
N  -0.7657  -0.5829  1.0392  -0.211
H  -3.5036  -0.3439  4.6575  0.107
H  -2.1617  -2.0260  5.8983  0.108
H  -0.2580  -3.1509  4.7649  0.106